1.
{
  "formula": "C30H51BrN4P2Sr",
  "method": "ωB97M-V/def2-TZVPD",
  "total_energy_ev": -127336.820,
  "total_charge": 2,
  "spin_multiplicity": 1,
  "fmax_ha_per_bohr": 0.075,
  "de_lowest_kcal_mol": 95.08,
  "homo_energy_ev": -12.38,
  "homo_lumo_gap_ev": 5.798,
  "symbols": ["C", "C", "C", "C", "N", "C", "C", "C", "C", "C", "C", "C", "C", "C", "Sr", "P", "H", "H", "H", "H", "H", "H", "H", "H", "C", "C", "H", "H", "H", "H", "H", "C", "C", "H", "H", "H", "H", "H", "C", "C", "H", "H", "H", "H", "H", "Br", "P", "C", "C", "H", "H", "H", "H", "H", "C", "C", "H", "H", "H", "H", "H", "C", "C", "H", "H", "H", "H", "H", "C", "N", "C", "C", "N", "N", "C", "C", "H", "H", "H", "H", "H", "H", "H", "H", "H", "H", "H", "H", "H"],
  "coordinates": [[1.829, 4.195, -1.390], [0.879, 3.815, -2.365], [1.391, 3.515, -3.650], [2.769, 3.455, -3.829], [3.669, 3.724, -2.878], [3.198, 4.092, -1.678], [-0.517, 3.723, -2.050], [-1.646, 3.535, -1.557], [-2.691, 2.988, -0.638], [-2.640, 1.634, -0.254], [-3.308, 1.109, 0.839], [-4.106, 1.979, 1.591], [-4.469, 3.215, 1.062], [-3.720, 3.726, -0.032], [-1.364, 1.558, 2.372], [2.230, -0.491, -0.458], [0.740, 3.169, -4.446], [1.529, 4.410, -0.359], [3.207, 3.172, -4.796], [3.962, 4.318, -0.912], [-3.933, 4.745, -0.338], [-2.199, 0.950, -0.965], [-5.311, 3.771, 1.504], [-3.176, 0.110, 1.236], [2.868, -2.236, -0.277], [3.984, -2.667, -1.214], [1.978, -2.871, -0.432], [3.170, -2.346, 0.778], [4.213, -3.718, -1.007], [3.703, -2.580, -2.269], [4.902, -2.090, -1.060], [2.401, -0.281, -2.279], [3.752, 0.150, -2.811], [1.628, 0.453, -2.552], [2.089, -1.234, -2.733], [3.697, 0.193, -3.904], [4.032, 1.144, -2.451], [4.547, -0.553, -2.552], [3.551, 0.550, 0.288], [4.984, 0.067, 0.236], [3.240, 0.704, 1.331], [3.446, 1.533, -0.189], [5.615, 0.802, 0.748], [5.108, -0.897, 0.734], [5.357, -0.018, -0.788], [-4.697, 1.361, 3.471], [-1.418, -1.600, -1.531], [-0.527, -2.685, -2.948], [-1.095, -4.012, -3.482], [0.454, -2.888, -2.470], [-0.302, -2.022, -3.806], [-0.337, -4.524, -4.106], [-1.351, -4.696, -2.662], [-1.980, -3.856, -4.120], [-2.622, -2.922, -0.893], [-4.021, -3.231, -1.447], [-2.748, -2.497, 0.117], [-2.085, -3.876, -0.759], [-4.560, -3.884, -0.738], [-4.638, -2.333, -1.567], [-3.996, -3.769, -2.403], [-2.570, -0.603, -2.642], [-3.040, -0.929, -4.056], [-1.997, 0.339, -2.698], [-3.459, -0.404, -2.030], [-3.594, -0.057, -4.451], [-2.193, -1.114, -4.722], [-3.728, -1.781, -4.059], [-3.074, -1.164, 5.649], [-1.626, -1.289, 5.733], [-1.057, -0.990, 7.056], [-0.917, -1.074, 4.577], [-1.533, -0.534, 3.519], [0.425, -1.276, 4.525], [1.172, -2.112, 5.470], [1.126, -0.741, 3.353], [-3.454, -1.441, 6.642], [-3.487, -1.842, 4.901], [-3.342, -0.127, 5.407], [-0.584, -1.844, 7.544], [-0.328, -0.173, 7.002], [-1.862, -0.655, 7.722], [-2.563, -0.713, 3.601], [2.150, -2.323, 5.021], [1.387, -1.584, 6.416], [0.642, -3.060, 5.689], [0.730, -1.215, 2.439], [1.018, 0.365, 3.298], [2.195, -0.951, 3.433]]
}



2.
{
  "formula": "C24H44ClF5OP2Tm",
  "method": "ωB97M-V/def2-TZVPD",
  "total_energy_ev": -101865.252,
  "total_charge": -1,
  "spin_multiplicity": 3,
  "fmax_ha_per_bohr": 0.069,
  "homo_energy_ev": [-3.47, -3.53],
  "homo_lumo_gap_ev": [6.148, 6.210],
  "symbols": ["Tm", "Cl", "P", "C", "C", "C", "C", "H", "C", "H", "H", "H", "H", "H", "H", "H", "C", "C", "H", "H", "H", "H", "H", "H", "C", "H", "C", "H", "H", "H", "H", "H", "H", "H", "H", "P", "C", "C", "C", "C", "H", "C", "H", "H", "H", "H", "H", "H", "H", "C", "C", "H", "H", "H", "H", "H", "H", "C", "H", "C", "H", "H", "H", "H", "H", "H", "F", "C", "C", "F", "C", "F", "C", "O", "C", "F", "C", "F"],
  "coordinates": [[-0.017, 0.021, -0.577], [-0.079, 0.064, -3.201], [-0.381, -2.429, -0.926], [0.663, -3.113, -2.281], [-0.095, -3.451, 0.540], [-2.112, -2.570, -1.551], [2.062, -2.504, -2.442], [0.092, -2.842, -3.185], [0.776, -4.627, -2.196], [1.544, -4.933, -1.474], [1.091, -5.011, -3.179], [-0.160, -5.127, -1.937], [2.027, -1.566, -3.005], [2.693, -3.209, -3.002], [2.546, -2.313, -1.479], [-2.040, -2.022, -2.507], [-3.180, -1.868, -0.705], [-2.521, -4.007, -1.840], [-2.055, -4.394, -2.749], [-3.610, -4.044, -1.992], [-2.287, -4.675, -1.004], [-2.760, -1.102, -0.040], [-3.747, -2.581, -0.092], [-3.894, -1.364, -1.376], [1.324, -3.267, 1.077], [-0.174, -4.458, 0.130], [-1.142, -3.313, 1.641], [2.086, -3.664, 0.406], [1.417, -3.794, 2.032], [1.548, -2.204, 1.261], [-1.351, -2.262, 1.887], [-0.765, -3.793, 2.551], [-2.080, -3.806, 1.377], [1.631, -0.240, -1.114], [-1.686, 0.314, -1.037], [0.329, 2.494, -0.874], [-0.850, 3.226, -2.084], [0.213, 3.459, 0.650], [1.986, 2.651, -1.677], [-2.256, 2.617, -2.131], [-0.373, 2.998, -3.053], [-0.956, 4.735, -1.922], [-1.638, 5.005, -1.107], [-1.380, 5.157, -2.847], [0.002, 5.230, -1.749], [-2.263, 1.665, -2.669], [-2.924, 3.308, -2.664], [-2.672, 2.454, -1.130], [1.803, 2.146, -2.643], [3.131, 1.901, -0.985], [2.379, 4.095, -1.945], [1.803, 4.537, -2.761], [3.438, 4.124, -2.243], [2.277, 4.720, -1.052], [2.780, 1.191, -0.225], [3.835, 2.595, -0.505], [3.692, 1.328, -1.739], [-1.153, 3.281, 1.316], [0.275, 4.480, 0.273], [1.358, 3.255, 1.637], [-1.934, 3.879, 0.842], [-1.088, 3.594, 2.360], [-1.474, 2.226, 1.304], [1.472, 2.203, 1.930], [1.140, 3.829, 2.551], [2.308, 3.617, 1.242], [0.015, -0.197, 7.404], [0.064, -0.180, 6.074], [-0.135, 0.991, 5.366], [-0.362, 2.136, 6.035], [-0.091, 0.956, 3.980], [-0.280, 2.224, 3.471], [0.121, -0.140, 3.072], [0.079, -0.102, 1.782], [0.366, -1.257, 3.949], [0.716, -2.484, 3.429], [0.332, -1.321, 5.334], [0.557, -2.475, 5.994]]
}



3.
{
  "formula": "C2H4O2S",
  "method": "ωB97M-V/def2-TZVPD",
  "total_energy_ev": -17066.771,
  "total_charge": 0,
  "spin_multiplicity": 1,
  "fmax_ha_per_bohr": 0.051,
  "de_lowest_kcal_mol": 57.64,
  "homo_energy_ev": -10.27,
  "homo_lumo_gap_ev": 9.440,
  "symbols": ["C", "C", "O", "O", "S", "H", "H", "H", "H"],
  "coordinates": [[-0.234, 0.537, 0.456], [0.238, -0.315, -0.491], [1.913, 1.858, -1.672], [0.045, 2.857, -0.617], [0.482, 1.964, -1.679], [-1.319, 0.636, 0.581], [0.393, 1.286, 0.901], [1.267, -0.592, -0.943], [-0.488, -0.802, -1.070]]
}



4.
{
  "formula": "C2H2OS2",
  "method": "ωB97M-V/def2-TZVPD",
  "total_energy_ev": -25821.396,
  "total_charge": 0,
  "spin_multiplicity": 1,
  "fmax_ha_per_bohr": 0.055,
  "de_lowest_kcal_mol": 54.11,
  "homo_energy_ev": [-9.26, -8.96],
  "homo_lumo_gap_ev": [7.237, 6.438],
  "symbols": ["C", "C", "O", "S", "S", "H", "H"],
  "coordinates": [[0.461, -0.366, 0.460], [-0.428, 0.309, -0.411], [1.553, -0.652, 0.022], [-2.610, -0.973, 0.056], [-1.918, 0.989, 0.052], [0.210, -0.560, 1.472], [-0.009, 0.738, -1.234]]
}



5.
{
  "formula": "C5H20HgN2O6",
  "method": "ωB97M-V/def2-TZVPD",
  "total_energy_ev": -24946.856,
  "total_charge": 0,
  "spin_multiplicity": 1,
  "fmax_ha_per_bohr": 0.065,
  "de_lowest_kcal_mol": 3.51,
  "homo_energy_ev": -7.41,
  "homo_lumo_gap_ev": 7.624,
  "symbols": ["Hg", "C", "C", "O", "H", "H", "H", "H", "H", "C", "C", "O", "H", "H", "H", "H", "H", "C", "O", "N", "N", "H", "H", "H", "H", "O", "H", "H", "O", "H", "H", "O", "H", "H"],
  "coordinates": [[0.354, -0.896, 0.180], [-0.933, -0.682, -3.446], [-1.925, -1.072, -2.340], [-1.390, -1.711, -1.249], [-0.198, -1.480, -3.594], [-0.383, 0.225, -3.184], [-1.461, -0.573, -4.397], [-2.727, -1.686, -2.777], [-2.438, -0.113, -2.126], [2.511, 1.826, 1.111], [2.644, 0.598, 2.051], [2.271, -0.590, 1.397], [1.642, 1.765, 0.459], [3.373, 1.731, 0.441], [2.557, 2.759, 1.677], [1.960, 0.790, 2.887], [3.714, 0.538, 2.263], [-1.748, 1.477, 1.243], [-0.738, 1.211, 0.558], [-1.658, 2.417, 2.194], [-2.889, 0.796, 1.087], [-0.754, 2.863, 2.216], [-2.420, 2.944, 2.582], [-3.151, 0.043, 0.473], [-3.707, 1.284, 1.427], [-0.802, -1.859, 1.920], [-1.277, -1.423, 2.637], [-1.037, -2.791, 1.996], [1.381, -2.912, -0.644], [2.147, -2.658, -1.173], [1.403, -3.874, -0.620], [1.676, 0.186, -1.469], [1.548, 0.121, -2.425], [2.455, 0.745, -1.353]]
}



6.
{
  "formula": "C18H42INO9S5",
  "method": "ωB97M-V/def2-TZVPD",
  "total_energy_ev": -101536.447,
  "total_charge": 0,
  "spin_multiplicity": 1,
  "fmax_ha_per_bohr": 0.128,
  "de_lowest_kcal_mol": 0.00,
  "homo_energy_ev": -8.46,
  "homo_lumo_gap_ev": 9.045,
  "symbols": ["C", "C", "C", "I", "O", "C", "O", "O", "C", "N", "C", "C", "C", "O", "H", "H", "H", "H", "H", "H", "H", "H", "H", "H", "H", "H", "C", "S", "O", "C", "H", "H", "H", "H", "H", "H", "C", "S", "O", "C", "H", "H", "H", "H", "H", "H", "C", "S", "O", "C", "H", "H", "H", "H", "H", "H", "C", "S", "O", "C", "H", "H", "H", "H", "H", "H", "C", "S", "O", "C", "H", "H", "H", "H", "H", "H"],
  "coordinates": [[-3.273, -0.553, 2.978], [-2.401, -0.957, 1.789], [-2.932, -0.538, 0.436], [-5.071, -0.240, 0.259], [-2.391, -1.518, -0.483], [-1.380, -0.957, -1.193], [-0.966, -1.315, -2.179], [-0.996, 0.161, -0.489], [-2.303, 0.698, -0.224], [-2.388, 1.973, 0.397], [-3.054, 2.962, -0.451], [-1.115, 2.435, 0.899], [-0.114, 3.114, -0.008], [-0.871, 2.306, 2.029], [-4.179, -1.147, 3.027], [-2.720, -0.714, 3.886], [-3.561, 0.490, 2.859], [-1.408, -0.535, 1.972], [-2.282, -2.031, 1.835], [-2.759, 0.706, -1.220], [-3.828, 2.504, -1.050], [-3.531, 3.730, 0.144], [-2.368, 3.468, -1.134], [-0.229, 4.190, -0.030], [-0.169, 2.685, -1.006], [0.863, 2.913, 0.400], [2.154, -1.594, 3.328], [0.810, -1.233, 4.464], [-0.274, -0.598, 3.668], [1.660, 0.083, 5.346], [1.820, -2.374, 2.646], [2.409, -0.697, 2.760], [3.020, -1.950, 3.888], [1.949, 0.869, 4.646], [2.539, -0.326, 5.844], [0.974, 0.486, 6.088], [-1.680, -1.539, -5.182], [-0.884, -0.020, -5.720], [-1.936, 1.033, -5.780], [-0.579, -0.563, -7.407], [-1.995, -1.410, -4.154], [-2.549, -1.745, -5.809], [-0.968, -2.363, -5.240], [-1.523, -0.832, -7.883], [0.098, -1.417, -7.397], [-0.114, 0.257, -7.950], [1.308, 3.102, -9.967], [2.744, 2.025, -10.063], [2.456, 0.835, -9.222], [3.840, 3.090, -9.115], [0.479, 2.605, -10.468], [1.050, 3.282, -8.923], [1.526, 4.044, -10.472], [3.415, 3.270, -8.127], [3.979, 4.032, -9.646], [4.798, 2.584, -9.014], [4.952, -4.401, 2.086], [4.226, -5.151, 3.551], [4.163, -4.098, 4.599], [5.632, -6.204, 3.935], [4.248, -3.666, 1.699], [5.888, -3.908, 2.350], [5.126, -5.170, 1.333], [6.523, -5.591, 4.077], [5.785, -6.915, 3.123], [5.409, -6.743, 4.854], [-3.610, 1.295, 7.967], [-3.219, 0.987, 6.237], [-2.667, -0.389, 6.166], [-1.825, 2.118, 6.149], [-4.439, 0.649, 8.245], [-2.743, 1.066, 8.587], [-3.902, 2.338, 8.092], [-1.075, 1.836, 6.889], [-2.171, 3.136, 6.328], [-1.400, 2.047, 5.147]]
}



7.
{
  "formula": "C4H28F12LiN2O22S4",
  "method": "ωB97M-V/def2-TZVPD",
  "total_energy_ev": -128780.436,
  "total_charge": -1,
  "spin_multiplicity": 1,
  "fmax_ha_per_bohr": 0.096,
  "homo_energy_ev": -7.59,
  "homo_lumo_gap_ev": 6.716,
  "symbols": ["Li", "C", "F", "F", "F", "S", "O", "O", "N", "S", "O", "O", "C", "F", "F", "F", "C", "F", "F", "F", "S", "O", "O", "N", "S", "O", "O", "C", "F", "F", "F", "O", "H", "H", "O", "H", "H", "O", "H", "H", "O", "H", "H", "O", "H", "H", "O", "H", "H", "O", "H", "H", "O", "H", "H", "O", "H", "H", "O", "H", "H", "O", "H", "H", "O", "H", "H", "O", "H", "H", "O", "H", "H"],
  "coordinates": [[15.448, 10.544, 2.334], [17.859, 13.687, 6.753], [16.691, 13.992, 6.284], [18.726, 14.469, 6.214], [17.865, 13.854, 8.054], [18.297, 11.870, 6.248], [19.480, 11.500, 6.988], [17.112, 11.091, 6.626], [18.376, 11.897, 4.538], [19.846, 11.522, 4.212], [20.753, 12.632, 4.602], [20.219, 10.134, 4.582], [19.825, 11.607, 2.230], [18.754, 10.832, 1.838], [19.690, 12.875, 1.865], [20.890, 11.092, 1.660], [12.084, 14.341, -1.302], [13.265, 14.873, -1.231], [11.316, 14.871, -0.345], [11.571, 14.462, -2.500], [12.029, 12.397, -0.938], [11.005, 11.773, -1.751], [13.339, 11.946, -1.316], [12.021, 12.296, 0.823], [10.517, 11.892, 1.080], [9.496, 12.788, 0.428], [10.211, 10.509, 0.846], [10.286, 12.158, 3.024], [9.095, 11.816, 3.409], [11.210, 11.433, 3.630], [10.473, 13.448, 3.322], [12.761, 8.864, 10.982], [12.644, 9.423, 11.750], [13.319, 9.375, 10.396], [6.600, 9.772, -4.255], [7.394, 10.299, -4.348], [6.053, 10.267, -3.645], [16.620, 20.814, -3.352], [16.297, 21.666, -3.058], [16.917, 20.381, -2.552], [6.405, 17.722, -0.895], [7.323, 17.456, -0.836], [6.172, 17.578, -1.812], [4.198, 14.787, 2.882], [4.428, 14.016, 2.362], [4.860, 15.438, 2.651], [18.366, 13.760, -4.796], [18.802, 14.600, -4.655], [17.885, 13.600, -3.983], [19.303, 18.285, 0.322], [20.156, 17.904, 0.528], [18.676, 17.588, 0.514], [13.076, 19.316, -6.972], [13.663, 19.336, -6.216], [12.358, 18.742, -6.704], [8.842, 3.720, 1.387], [9.719, 3.570, 1.035], [8.932, 4.503, 1.931], [15.547, 15.201, 2.465], [14.715, 14.729, 2.415], [16.146, 14.588, 2.891], [3.929, 6.854, 6.987], [4.316, 6.213, 6.390], [4.676, 7.343, 7.332], [15.875, 9.176, -7.359], [16.063, 8.662, -6.574], [15.261, 8.637, -7.857], [10.527, 5.587, 5.691], [11.435, 5.407, 5.936], [10.098, 5.820, 6.514], [8.365, 6.973, 9.426], [8.350, 6.414, 10.204], [9.125, 7.540, 9.553]]
}



8.
{
  "formula": "C5H8O2",
  "method": "ωB97M-V/def2-TZVPD",
  "total_energy_ev": -9405.386,
  "total_charge": 0,
  "spin_multiplicity": 1,
  "fmax_ha_per_bohr": 0.010,
  "de_lowest_kcal_mol": 102.54,
  "homo_energy_ev": -8.69,
  "homo_lumo_gap_ev": 9.475,
  "symbols": ["C", "C", "O", "C", "C", "O", "C", "H", "H", "H", "H", "H", "H", "H", "H"],
  "coordinates": [[-1.797, 0.524, 0.604], [-1.464, 0.608, -0.683], [-0.246, 0.790, -1.256], [0.894, 0.948, -0.434], [1.582, -0.372, -0.153], [0.831, -1.136, 0.808], [0.209, -2.185, 0.340], [-1.085, 0.545, 1.421], [-2.844, 0.400, 0.856], [-2.214, 0.544, -1.468], [0.644, 1.472, 0.497], [1.585, 1.578, -1.005], [1.662, -0.969, -1.066], [2.568, -0.199, 0.288], [-0.326, -2.550, 1.252]]
}